No. 1
This record from OMol25 describes a molecular structure, C24H41NP2Pt in a non-equilibrium geometry. The level of theory is ωB97M-V with the def2-TZVPD basis set.

```
! wB97M-V def2-TZVPD RIJCOSX def2/J DEFGRID3
* xyz 2 5
Pt 1.95 -0.66 2.30
C -1.32 -0.69 3.64
C -0.97 -1.78 2.81
C 0.96 -1.04 4.04
C -0.23 -0.23 4.36
C 0.43 -2.04 2.90
C -2.73 -0.35 3.98
H -3.37 -0.40 3.09
H -2.81 0.66 4.39
H -3.14 -1.05 4.73
C -0.27 0.75 5.46
H -1.15 1.39 5.35
H 0.64 1.36 5.46
H -0.35 0.25 6.43
C 1.83 -1.51 5.14
H 1.28 -2.20 5.79
H 2.14 -0.63 5.73
H 2.71 -2.00 4.72
C 0.99 -3.37 2.60
H 0.78 -4.07 3.43
H 2.07 -3.28 2.46
H 0.55 -3.78 1.69
C -1.95 -2.69 2.18
H -2.12 -3.58 2.80
H -1.60 -3.03 1.20
H -2.92 -2.20 2.03
C -1.10 2.24 0.59
C -2.22 1.51 0.60
C -2.60 0.27 -0.17
C -1.54 -0.17 -1.20
C -0.32 -0.78 -0.61
C 0.84 -0.14 -0.38
C 1.14 1.30 -0.61
C -0.04 2.34 -0.47
H -3.55 0.42 -0.72
H -1.22 0.73 -1.77
H -2.74 -0.55 0.54
H -0.51 2.45 -1.46
H -0.91 2.89 1.46
H -3.04 1.91 1.22
H 0.47 3.29 -0.28
H 1.89 1.59 0.13
H 1.69 -0.72 0.04
H 1.65 1.44 -1.59
H -2.00 -0.86 -1.92
H -0.38 -1.84 -0.30
P -0.26 1.45 -3.48
C -0.45 3.25 -3.72
C -1.56 0.80 -4.59
P 2.07 -0.53 -3.95
C 1.31 1.13 -4.35
C 1.31 -1.45 -5.37
C 3.66 -0.10 -4.80
H 0.38 3.78 -3.23
H -1.39 3.59 -3.25
H -0.47 3.48 -4.79
H -1.51 1.33 -5.56
H -2.54 0.98 -4.11
H -1.45 -0.29 -4.75
H 3.49 0.28 -5.81
H 4.29 -0.99 -4.84
H 4.16 0.67 -4.19
H 2.03 1.89 -3.97
H 1.17 1.27 -5.43
H 1.85 -2.41 -5.45
H 1.39 -0.90 -6.32
H 0.26 -1.68 -5.15
N 2.85 2.21 2.77
C 2.50 1.11 2.55
*
```

For the orbital gap (alpha / beta), the calculation gives 7.56 / 5.26 eV. The HOMO energy (alpha / beta) is -13.37 / -14.30 eV. The calculation puts the energy above the lowest of the compared OMol25 structures with the same formula, charge and spin at 231.98 kJ/mol. Its expectation value of S² is 6.013. As for the LUMO energy (alpha / beta): -5.81 / -9.05 eV.

---

No. 2
This record from OMol25 describes a molecular structure, C24H42AlCl3N4O3Si in a non-equilibrium geometry. The level of theory is ωB97M-V with the def2-TZVPD basis set.

```
! wB97M-V def2-TZVPD RIJCOSX def2/J DEFGRID3
* xyz 0 1
C -3.74 -0.01 1.82
C -4.22 -0.88 0.68
H -3.30 0.93 1.43
H -2.95 -0.47 2.44
H -4.56 0.29 2.49
C -5.15 -0.41 -0.18
C -5.70 0.98 -0.12
H -5.50 -1.06 -0.97
H -4.85 1.69 -0.20
H -6.20 1.18 0.85
H -6.40 1.20 -0.93
Al -0.94 -2.44 1.90
Cl -0.38 -0.71 3.07
Cl -0.70 -4.15 3.11
C 1.36 -3.33 0.63
O 0.35 -2.54 0.62
N 2.52 -2.93 0.17
C 2.72 -1.53 -0.25
C 3.67 -3.83 0.22
H 1.29 -4.34 1.07
H 2.79 -0.83 0.59
H 1.94 -1.23 -0.95
H 3.69 -1.55 -0.74
H 4.03 -4.00 1.26
H 4.46 -3.34 -0.37
H 3.41 -4.80 -0.25
H 1.01 3.89 2.90
H -0.03 4.54 -1.03
C 1.57 4.14 1.99
C 0.50 4.89 -0.14
N 0.73 3.82 0.84
H 2.43 3.44 1.94
C 0.21 2.54 0.87
O 0.67 1.54 0.13
H 1.48 5.32 -0.45
H -0.44 2.31 1.79
H 1.87 5.20 1.95
H -0.06 5.75 0.27
O -2.28 -2.26 0.98
C -3.56 -2.27 0.43
C -3.38 -1.87 -2.11
C -3.36 -2.73 -1.02
H -3.55 -0.81 -1.93
C -3.20 -2.35 -3.41
H -4.19 -3.03 0.94
C -2.90 -4.04 -1.23
H -3.37 -1.68 -4.26
C -2.82 -3.67 -3.64
C -2.61 -4.49 -2.52
H -2.75 -4.69 -0.36
H -2.68 -4.06 -4.65
H -2.24 -5.50 -2.66
Si -0.19 1.56 -1.49
Cl -1.84 2.70 -0.19
C -1.23 2.47 -2.82
C -0.23 -0.33 -1.85
C 1.43 2.27 -2.30
H -1.06 2.01 -3.82
H -0.99 3.55 -2.94
H -2.28 2.32 -2.52
H 1.41 3.36 -2.19
H 1.40 2.05 -3.38
H 2.37 1.87 -1.88
H -1.02 -0.71 -2.52
H -0.33 -0.93 -0.93
H 0.68 -0.68 -2.37
C 4.19 -0.41 3.41
C 4.52 0.65 2.43
N 4.01 0.88 1.23
C 4.64 2.01 0.73
C 5.51 2.49 1.68
N 5.43 1.62 2.74
H 4.98 -1.18 3.41
H 4.12 0.03 4.42
H 3.23 -0.88 3.16
H 4.42 2.45 -0.23
H 6.17 3.33 1.66
H 5.93 1.69 3.62
*
```

For the orbital gap, the calculation gives 8.26 eV. The HOMO energy is -8.15 eV. The calculation puts the energy above the lowest of the compared OMol25 structures with the same formula, charge and spin at 84.64 kJ/mol. As for the LUMO energy: 0.11 eV.

---

No. 3
This record from OMol25 describes 2 unconnected molecules or ions with the total composition C24H42BN4O6 in a non-equilibrium geometry. The level of theory is ωB97M-V with the def2-TZVPD basis set.

```
! wB97M-V def2-TZVPD RIJCOSX def2/J DEFGRID3
* xyz 1 1
C -5.18 -2.88 1.79
C -4.18 -1.92 2.72
C -2.72 -1.95 1.99
C -1.54 -1.06 2.75
C -2.27 -0.29 3.99
N -0.89 -0.21 1.69
C -1.37 1.26 1.64
C -2.95 1.37 1.11
C 0.00 -0.56 0.73
N 0.68 0.20 -0.41
C 1.59 -0.61 -1.29
C 2.41 -0.07 -2.60
C 4.05 -0.16 -2.48
C 4.57 -1.19 -3.64
O 4.56 -0.42 -1.13
C 6.00 -0.17 -1.01
C 6.41 1.39 -0.72
C 5.64 2.44 0.27
C 6.25 3.99 0.48
C 7.62 4.53 -0.27
C 8.39 3.49 -1.28
C 7.79 1.95 -1.49
N 1.44 -1.95 -0.63
C 2.20 -3.14 -1.22
N 0.58 -1.91 0.50
B 0.51 -3.27 1.11
O 1.18 -3.50 2.44
O -0.22 -4.45 0.57
C 0.48 -5.70 0.90
H -5.24 -2.45 0.69
H -6.26 -2.93 2.25
H -4.69 -3.95 1.72
H -4.69 -0.84 2.69
H -4.20 -2.40 3.79
H -2.35 -3.09 2.02
H -2.78 -1.70 0.82
H -0.74 -1.75 3.30
H -2.62 -1.03 4.86
H -3.13 0.45 3.71
H -1.42 0.38 4.51
H -1.19 1.84 2.66
H -0.78 1.91 0.85
H -3.04 2.28 0.34
H -3.33 0.40 0.58
H -3.70 1.67 1.99
H 2.12 1.06 -2.76
H 1.97 -0.65 -3.55
H 4.46 0.92 -2.79
H 4.82 -2.22 -3.11
H 5.56 -0.85 -4.19
H 3.79 -1.38 -4.51
H 6.37 -0.79 -0.06
H 6.65 -0.54 -1.91
H 4.66 2.06 0.83
H 5.73 4.77 1.21
H 8.09 5.60 -0.12
H 9.39 3.82 -1.83
H 8.40 1.26 -2.23
H 3.03 -3.58 -0.48
H 2.81 -2.79 -2.18
H 1.48 -4.00 -1.63
H 0.45 -3.61 3.15
H 0.38 -6.04 2.02
H 0.02 -6.57 0.23
H 1.61 -5.56 0.64
C -7.84 5.82 -1.12
O -7.10 4.68 -0.70
C -6.89 3.76 -1.68
O -7.28 3.84 -2.83
O -6.18 2.73 -1.14
C -5.89 1.68 -2.06
H -7.94 6.49 -0.26
H -7.30 6.36 -1.91
H -8.84 5.54 -1.46
H -5.28 2.05 -2.89
H -6.82 1.23 -2.44
H -5.33 0.91 -1.53
*
```

For the orbital gap, the calculation gives 7.33 eV. The HOMO energy is -10.34 eV. As for the LUMO energy: -3.02 eV.

---

No. 4
This record from OMol25 describes 2 unconnected molecules or ions with the total composition C24H42BrN3O4P in a non-equilibrium geometry. The level of theory is ωB97M-V with the def2-TZVPD basis set.

```
! wB97M-V def2-TZVPD RIJCOSX def2/J DEFGRID3
* xyz 0 2
C -4.51 -4.16 1.15
C -3.78 -3.84 -0.06
C -3.42 -2.43 -0.53
C -3.07 -2.61 -1.96
N -2.79 -2.76 -3.07
C -2.21 -1.78 0.28
C -2.85 -0.94 1.35
N -3.23 -0.18 2.12
C -1.24 -0.97 -0.59
C -1.80 0.21 -1.40
C -2.07 1.47 -0.56
Br -1.88 3.02 -1.75
C -1.45 -2.91 1.04
C -0.10 -2.50 1.68
C -0.18 -1.66 2.96
C -1.01 -2.29 4.08
C -0.96 -1.51 5.40
C -1.35 -0.02 5.26
P -4.97 -1.42 -0.53
O -4.79 0.01 -0.84
O -5.89 -2.11 -1.66
O -5.80 -1.62 0.83
H -5.58 -4.30 1.17
H -3.97 -4.32 2.09
H -3.42 -4.68 -0.65
H -0.44 -0.54 0.01
H -0.75 -1.67 -1.27
H -2.64 -0.03 -2.05
H -0.99 0.50 -2.08
H -3.03 1.46 -0.06
H -1.24 1.56 0.14
H -1.21 -3.71 0.34
H -2.06 -3.30 1.85
H 0.59 -2.06 0.96
H 0.38 -3.45 1.96
H 0.85 -1.52 3.33
H -0.55 -0.66 2.74
H -0.78 -3.34 4.25
H -2.06 -2.27 3.76
H -1.72 -1.95 6.05
H -0.01 -1.64 5.93
H -1.68 0.34 6.23
H -0.47 0.56 4.96
H -2.18 0.11 4.57
H -5.91 -1.47 -2.39
H -5.54 -0.91 1.43
C 4.13 3.98 -0.71
C 3.46 2.59 -0.66
C 4.54 1.51 -0.66
C 5.25 1.39 -2.01
C 4.25 1.20 -3.15
C 3.10 2.20 -3.16
N 2.51 2.40 -1.80
O 1.72 1.40 -1.53
C 3.56 3.56 -3.73
C 2.03 1.71 -4.14
C 2.70 2.58 0.66
H 4.51 4.25 0.28
H 4.99 4.03 -1.37
H 3.42 4.75 -1.01
H 4.10 0.54 -0.41
H 5.27 1.73 0.12
H 5.87 2.27 -2.20
H 5.94 0.54 -1.98
H 4.78 1.25 -4.11
H 3.85 0.18 -3.08
H 2.77 4.31 -3.63
H 3.78 3.46 -4.79
H 4.47 3.94 -3.27
H 1.70 0.69 -3.92
H 2.43 1.71 -5.15
H 1.15 2.36 -4.12
H 1.97 3.39 0.69
H 3.39 2.72 1.49
H 2.17 1.64 0.84
*
```

For the orbital gap (alpha / beta), the calculation gives 9.12 / 7.96 eV. The HOMO energy (alpha / beta) is -8.96 / -8.64 eV. Its expectation value of S² is 1.758. As for the LUMO energy (alpha / beta): 0.16 / -0.67 eV.

---

No. 5
This record from OMol25 describes a molecular structure, C24H42ClMgN6O4 in a non-equilibrium geometry. The level of theory is ωB97M-V with the def2-TZVPD basis set.

```
! wB97M-V def2-TZVPD RIJCOSX def2/J DEFGRID3
* xyz 0 2
Mg 3.66 -0.09 -1.65
Cl 0.33 -0.21 -0.71
O 0.11 -1.36 -1.44
O 0.15 -0.40 0.70
O 1.67 0.12 -0.99
O -0.51 0.77 -1.30
C -4.68 0.79 -2.43
C -3.86 -0.52 -2.44
C -2.79 -0.65 -3.51
C -3.37 -0.85 -4.86
N -3.75 -0.91 -5.96
H -3.86 1.46 -2.68
H -5.06 0.93 -1.42
H -5.46 0.83 -3.19
H -4.41 -1.45 -2.60
H -3.27 -0.58 -1.53
H -2.36 -1.62 -3.28
H -2.02 0.12 -3.40
C 0.12 -3.41 2.23
C 0.24 -4.96 2.34
C 0.48 -5.53 3.83
C 1.61 -4.93 4.44
N 2.52 -4.48 4.90
H 1.11 -2.95 2.29
H -0.40 -2.97 3.08
H -0.43 -3.11 1.34
H 0.92 -5.20 1.52
H -0.68 -5.42 1.98
H 0.72 -6.60 3.81
H -0.46 -5.42 4.37
C -0.19 3.52 0.53
C -1.39 4.13 -0.05
C -1.11 4.85 -1.34
C -0.02 5.86 -1.31
N 0.84 6.65 -1.27
H 0.49 4.27 0.93
H 0.38 3.07 -0.29
H -0.44 2.86 1.36
H -1.90 4.74 0.69
H -2.11 3.34 -0.27
H -1.95 5.29 -1.88
H -0.70 4.14 -2.06
C 5.01 -1.90 4.77
C 4.51 -1.11 3.49
C 5.35 -1.22 2.32
C 4.77 -0.72 1.09
N 4.29 -0.25 0.16
H 6.00 -1.52 5.04
H 5.26 -2.96 4.73
H 4.32 -1.95 5.61
H 4.64 -0.06 3.76
H 3.46 -1.32 3.32
H 5.72 -2.24 2.17
H 6.30 -0.70 2.43
C 1.33 0.35 -6.92
C 0.30 0.97 -6.01
C 0.69 1.29 -4.56
C 2.00 0.63 -4.07
N 2.98 0.09 -3.70
H 1.06 0.23 -7.97
H 1.59 -0.63 -6.54
H 2.15 1.07 -6.87
H -0.50 0.23 -5.95
H -0.28 1.83 -6.36
H -0.05 1.05 -3.80
H 0.81 2.33 -4.24
C -2.12 1.09 4.67
C -1.86 0.61 3.24
C -2.95 0.79 2.25
C -3.59 2.12 2.29
N -4.08 3.17 2.30
H -1.33 0.63 5.26
H -3.07 0.60 4.89
H -1.98 2.12 4.99
H -1.65 -0.45 3.16
H -1.00 1.06 2.74
H -3.61 0.01 2.61
H -2.64 0.64 1.21
*
```

For the orbital gap (alpha / beta), the calculation gives 5.02 / 10.61 eV. The HOMO energy (alpha / beta) is -4.88 / -10.65 eV. The calculation puts the energy above the lowest of the compared OMol25 structures with the same formula, charge and spin at 288.07 kJ/mol. Its expectation value of S² is 0.751. As for the LUMO energy (alpha / beta): 0.15 / -0.04 eV.

---

No. 6
This record from OMol25 describes 2 unconnected molecules or ions with the total composition C24H42N2O3 in a non-equilibrium geometry. The level of theory is ωB97M-V with the def2-TZVPD basis set.

```
! wB97M-V def2-TZVPD RIJCOSX def2/J DEFGRID3
* xyz 1 2
C -1.60 1.07 -5.11
C -1.19 -0.34 -5.74
O -0.27 -0.42 -6.60
O -1.77 -1.61 -5.35
C -0.93 -2.04 -4.21
C -1.63 -1.44 -2.88
C -2.11 -2.72 -1.99
C -2.39 -2.32 -0.46
C -1.19 -2.66 0.56
C 0.29 -2.51 -0.04
C 0.95 -3.97 -0.25
C 2.35 -3.96 -1.04
C 3.40 -2.87 -0.53
C 3.53 -2.39 0.96
C 4.56 -1.30 1.35
C 5.46 -0.72 0.21
N 5.33 -1.23 -1.13
C 4.38 -2.24 -1.55
H -2.63 1.36 -5.55
H -1.66 1.09 -3.97
H -0.80 1.84 -5.41
H 0.15 -1.65 -4.34
H -0.93 -3.18 -4.22
H -2.54 -0.83 -3.18
H -0.87 -0.78 -2.34
H -1.37 -3.58 -2.04
H -3.11 -3.05 -2.45
H -3.29 -2.97 -0.12
H -2.72 -1.23 -0.34
H -1.28 -1.90 1.43
H -1.28 -3.69 1.07
H 0.35 -1.98 -1.05
H 0.89 -1.86 0.70
H 0.21 -4.61 -0.86
H 1.09 -4.54 0.74
H 2.85 -5.00 -1.03
H 2.09 -3.75 -2.15
H 2.81 -2.86 1.71
H 4.61 -0.94 2.43
H 6.21 0.08 0.51
H 5.95 -0.85 -1.86
H 4.35 -2.57 -2.65
C -2.45 3.00 3.84
C -1.65 1.94 3.03
C -0.25 1.73 3.67
C 0.72 2.88 3.40
C 0.80 3.18 1.90
C -0.58 3.43 1.27
N -1.57 2.35 1.60
O -1.25 1.26 0.86
C -1.12 4.80 1.73
C -0.40 3.60 -0.26
C -2.45 0.63 3.23
H -1.80 3.65 4.43
H -3.07 3.62 3.19
H -3.15 2.54 4.54
H 0.20 0.81 3.28
H -0.35 1.59 4.75
H 0.42 3.77 3.95
H 1.71 2.61 3.77
H 1.45 4.05 1.75
H 1.30 2.34 1.40
H -2.13 4.98 1.36
H -0.49 5.61 1.34
H -1.12 4.93 2.81
H 0.09 2.74 -0.73
H 0.23 4.47 -0.48
H -1.36 3.75 -0.76
H -3.45 0.71 2.80
H -2.57 0.41 4.30
H -1.96 -0.25 2.80
*
```

For the orbital gap (alpha / beta), the calculation gives 6.16 / 6.81 eV. The HOMO energy (alpha / beta) is -10.98 / -11.63 eV. Its expectation value of S² is 0.755. As for the LUMO energy (alpha / beta): -4.83 / -4.83 eV.